Formula: C17H13F4N2
Source: the OMol25 dataset
Level of theory: the ωB97M-V functional and the def2-TZVPD basis

Summary:
Frontier orbital gap   9.455 eV
SMILES string   Cc1cn(C(c2cc(F)cc(F)c2)c2cc(F)cc(F)c2)c[nH+]1

Geometry as ORCA input:
```
! wB97M-V def2-TZVPD RIJCOSX def2/J DEFGRID3
* xyz 1 1
F 3.28 2.65 -1.67
C 2.36 2.63 -0.65
C 2.56 3.47 0.43
C 1.61 3.40 1.45
F 1.82 4.13 2.58
C 0.45 2.62 1.34
C 0.36 1.70 0.27
C -0.67 0.54 0.29
C -1.70 0.42 -0.90
C -3.05 0.13 -0.61
C -3.80 -0.57 -1.57
F -5.03 -1.06 -1.22
C -3.35 -0.78 -2.86
C -2.10 -0.24 -3.17
F -1.55 -0.57 -4.38
C -1.33 0.50 -2.25
C 1.26 1.78 -0.78
H 3.46 4.06 0.55
H -0.27 2.67 2.17
H -1.31 0.71 1.18
H -3.47 0.19 0.41
H -3.87 -1.45 -3.54
H -0.41 0.97 -2.63
H 1.22 1.13 -1.67
C 2.23 -3.27 2.44
C 1.33 -2.39 1.66
C 0.93 -1.09 1.79
N -0.02 -0.82 0.80
C -0.15 -1.92 0.09
N 0.65 -2.89 0.56
H 2.65 -2.70 3.30
H 1.68 -4.14 2.85
H 3.08 -3.61 1.81
H 1.23 -0.34 2.51
H -0.80 -2.00 -0.76
H 0.74 -3.84 0.18
*
```

Atomic partial charges in e from the Löwdin method, atoms 1 to 5: 0.063, -0.216, 0.085, -0.229, 0.066



Formula: C17H13F6N3O4
Source: the OMol25 dataset
Level of theory: the ωB97M-V functional and the def2-TZVPD basis

Summary:
Frontier orbital gap   9.024 eV
SMILES string   N/C(=N\OC(=O)CCn1cccc(C(F)(F)F)c1=O)c1ccc(OC(F)(F)F)cc1

Geometry as ORCA input:
```
! wB97M-V def2-TZVPD RIJCOSX def2/J DEFGRID3
* xyz 0 1
N 0.33 1.29 0.04
C -0.89 0.96 0.46
N -1.39 1.05 1.64
O -0.53 1.48 2.69
C 0.34 0.62 3.17
O 0.60 -0.46 2.70
C 0.99 1.17 4.43
H 0.47 2.07 4.74
C 2.48 1.48 4.18
N 3.14 0.36 3.54
C 3.57 -0.68 4.27
C 4.08 -1.81 3.70
C 4.13 -1.88 2.30
C 3.69 -0.83 1.55
C 3.15 0.37 2.15
O 2.74 1.34 1.54
C 3.72 -0.86 0.05
F 4.19 -2.02 -0.43
F 2.51 -0.69 -0.51
F 4.51 0.10 -0.47
H 4.51 -2.77 1.82
H 4.43 -2.62 4.31
H 3.48 -0.58 5.35
H 2.56 2.33 3.50
H 2.98 1.71 5.12
H 0.90 0.40 5.20
C -1.86 0.47 -0.56
C -1.43 -0.37 -1.58
C -2.33 -0.83 -2.53
C -3.66 -0.43 -2.44
C -4.10 0.40 -1.43
C -3.20 0.85 -0.49
H -3.51 1.49 0.32
H -5.14 0.69 -1.39
O -4.59 -0.92 -3.40
C -4.71 -0.20 -4.49
F -5.61 -0.75 -5.30
F -5.11 1.07 -4.26
F -3.57 -0.08 -5.19
H -2.02 -1.49 -3.32
H -0.41 -0.70 -1.63
H 0.61 1.08 -0.90
H 1.09 1.48 0.68
*
```

Atomic partial charges in e from the Löwdin method, atoms 1 to 5: 0.208, -0.360, 0.123, 0.014, -0.507



Formula: C17H13I3N4PdS
Source: the OMol25 dataset
Level of theory: the ωB97M-V functional and the def2-TZVPD basis

Summary:
Frontier orbital gap (spin up / spin down)   6.995 / 5.200 eV
<S²>   2.0179

Geometry as ORCA input:
```
! wB97M-V def2-TZVPD RIJCOSX def2/J DEFGRID3
* xyz 2 3
Pd -2.24 -0.47 -1.05
N 2.09 -1.26 0.64
C 3.16 -1.50 -0.22
C 4.39 -1.90 0.29
C 5.43 -2.13 -0.58
C 5.27 -1.98 -1.96
C 4.06 -1.58 -2.48
C 3.00 -1.34 -1.61
S 1.48 -0.82 -2.24
N 0.50 -0.68 -0.95
C 0.84 -0.91 0.27
C -0.20 -0.79 1.34
C 0.10 -0.95 2.68
C -0.89 -0.81 3.64
C -2.17 -0.50 3.23
C -2.41 -0.37 1.87
N -1.46 -0.51 0.94
H 2.29 -1.39 1.62
H 4.52 -2.02 1.36
H 6.39 -2.45 -0.18
H 6.10 -2.17 -2.62
H 3.92 -1.46 -3.54
H 1.10 -1.19 3.03
H -0.66 -0.93 4.69
H -2.99 -0.38 3.93
H -3.40 -0.15 1.50
I -2.24 -3.02 -1.46
I -3.31 -0.85 -3.34
I -6.14 3.95 -0.67
C -4.15 3.35 -0.75
C -3.11 4.27 -0.69
C -1.80 3.80 -0.76
C -1.58 2.45 -0.88
N -2.58 1.57 -0.94
C -3.85 2.01 -0.89
H -3.31 5.32 -0.59
H -0.97 4.49 -0.72
H -0.58 2.04 -0.95
H -4.63 1.26 -0.96
*
```

Atomic partial charges in e from the Löwdin method, atoms 1 to 5: 0.178, 0.182, -0.189, 0.019, 0.001



Formula: C17H13N5O7S4W
Source: the OMol25 dataset
Level of theory: the ωB97M-V functional and the def2-TZVPD basis

Summary:
Frontier orbital gap   5.775 eV

Geometry as ORCA input:
```
! wB97M-V def2-TZVPD RIJCOSX def2/J DEFGRID3
* xyz 0 1
W -0.05 -0.61 -0.50
O 2.77 -2.26 2.19
C 1.75 -1.96 1.40
O 1.63 -0.83 0.86
C 0.67 -2.96 1.13
O -0.32 -2.27 0.44
C -1.76 0.02 0.85
C -1.05 1.38 0.86
O -1.58 2.40 1.25
O 0.16 1.25 0.39
H 3.38 -1.51 2.29
H 0.28 -3.39 2.07
H 1.05 -3.79 0.51
H -1.71 -0.44 1.84
H -2.81 0.13 0.57
S -1.30 0.86 -2.25
C -2.37 -0.45 -2.59
S -1.97 -1.89 -1.70
C -3.41 -0.40 -3.51
C -3.69 0.73 -4.29
N -3.95 1.62 -4.96
C -4.23 -1.52 -3.76
N -4.92 -2.40 -4.02
N -0.46 -3.62 -7.85
C 0.02 -3.55 -6.58
C -0.82 -3.80 -5.48
C -0.31 -3.77 -4.20
C 1.03 -3.48 -4.00
C 1.87 -3.23 -5.06
C 1.38 -3.26 -6.35
S 1.62 -3.37 -2.34
O 3.06 -3.38 -2.30
O 0.92 -4.28 -1.49
N 1.14 -1.84 -1.85
C 1.99 -0.82 -2.03
S 3.56 -0.77 -2.73
C 3.61 0.93 -2.35
C 2.49 1.33 -1.74
N 1.55 0.34 -1.57
H -1.46 -3.67 -7.98
H 0.09 -3.28 -8.61
H -1.86 -4.02 -5.65
H -0.94 -3.97 -3.35
H 2.91 -3.02 -4.87
H 2.03 -3.07 -7.19
H 4.48 1.51 -2.60
H 2.25 2.32 -1.38
*
```

Atomic partial charges in e from the Löwdin method, atoms 1 to 5: 1.656, 0.198, -0.370, -0.019, -0.158



Formula: C17H14BeBrNO2S2
Source: the OMol25 dataset
Level of theory: the ωB97M-V functional and the def2-TZVPD basis

Summary:
Frontier orbital gap   4.243 eV

Geometry as ORCA input:
```
! wB97M-V def2-TZVPD RIJCOSX def2/J DEFGRID3
* xyz -2 1
C 1.18 -0.51 -1.85
C 2.04 0.58 -1.45
C 2.54 0.31 -0.16
H 2.30 1.45 -2.06
C 1.99 -0.92 0.29
C 1.13 -1.45 -0.73
H 0.75 -2.47 -0.77
H 0.88 -0.74 -2.88
H 3.28 0.92 0.36
H 2.30 -1.44 1.20
Be -0.44 -0.34 -0.82
Br -2.17 -1.24 -1.35
C -3.82 -3.81 -2.41
C -2.82 -4.83 -2.42
C -2.08 -4.70 -3.64
H -2.65 -5.57 -1.64
C -2.62 -3.60 -4.37
C -3.70 -3.05 -3.61
H -4.30 -2.19 -3.89
H -4.52 -3.62 -1.60
H -1.25 -5.33 -3.96
H -2.28 -3.23 -5.33
O 0.17 0.35 4.58
S -0.52 1.39 3.87
O -1.64 2.06 4.51
N -0.86 0.94 2.29
C -0.28 1.68 1.36
S -0.67 1.67 -0.29
C 0.68 2.65 1.90
C 1.57 3.51 1.25
C 2.40 4.33 2.01
C 2.33 4.31 3.42
C 1.43 3.44 4.07
C 0.64 2.61 3.29
H 1.58 3.51 0.16
H 3.10 5.00 1.51
H 2.98 4.96 4.00
H 1.35 3.40 5.16
*
```

Atomic partial charges in e from the Löwdin method, atoms 1 to 5: -0.255, -0.189, -0.184, 0.083, -0.121



Formula: C17H14BiBrNO2S2
Source: the OMol25 dataset
Level of theory: the ωB97M-V functional and the def2-TZVPD basis

Summary:
Frontier orbital gap   3.964 eV

Geometry as ORCA input:
```
! wB97M-V def2-TZVPD RIJCOSX def2/J DEFGRID3
* xyz -1 1
C -2.29 -0.65 -1.75
C -2.18 -1.16 -0.44
C -2.01 -0.06 0.45
H -2.26 -2.19 -0.12
C -1.95 1.14 -0.32
C -2.11 0.78 -1.70
H -2.24 1.48 -2.52
H -2.55 -1.21 -2.64
H -2.06 -0.13 1.54
H -1.97 2.15 0.08
Bi 0.60 0.20 -1.09
Br 1.02 -2.06 -2.35
C 2.11 0.91 -4.51
C 1.07 1.70 -5.05
C 0.10 0.83 -5.63
H 1.03 2.79 -5.06
C 0.55 -0.50 -5.45
C 1.83 -0.46 -4.81
H 2.49 -1.30 -4.64
H 2.99 1.26 -3.99
H -0.80 1.14 -6.15
H 0.02 -1.40 -5.75
O -1.20 1.85 2.38
S 0.23 1.64 2.48
O 1.13 2.76 2.45
N 0.73 0.47 1.31
C 0.89 -0.76 1.86
S 0.83 -2.06 0.81
C 0.90 -0.75 3.30
C 1.04 -1.82 4.19
C 0.76 -1.62 5.55
C 0.36 -0.36 6.03
C 0.24 0.71 5.13
C 0.52 0.50 3.79
H 1.35 -2.79 3.78
H 0.83 -2.47 6.24
H 0.12 -0.22 7.09
H -0.10 1.68 5.46
*
```

Atomic partial charges in e from the Löwdin method, atoms 1 to 5: -0.222, -0.221, -0.239, 0.087, -0.273



Formula: C17H14BrNO3RuS
Source: the OMol25 dataset
Level of theory: the ωB97M-V functional and the def2-TZVPD basis

Summary:
Frontier orbital gap (spin up / spin down)   6.234 / 6.501 eV
<S²>   8.8001

Geometry as ORCA input:
```
! wB97M-V def2-TZVPD RIJCOSX def2/J DEFGRID3
* xyz -1 6
C -0.92 -1.05 -3.69
C -0.90 -2.02 -2.66
C -1.54 -1.46 -1.50
H -0.49 -3.03 -2.72
C -1.93 -0.09 -1.84
C -1.51 0.14 -3.20
H -1.71 1.06 -3.75
H -0.58 -1.22 -4.72
H -1.88 -1.99 -0.62
H -2.60 0.52 -1.25
Ru 0.13 -0.14 -1.21
Br 1.14 -1.96 -0.01
C 2.28 0.55 -1.47
C 1.40 1.39 -2.29
C 1.36 0.78 -3.59
H 1.12 2.41 -2.06
C 2.14 -0.41 -3.57
C 2.72 -0.54 -2.30
H 3.44 -1.30 -2.00
H 2.73 0.87 -0.53
H 0.86 1.22 -4.46
H 2.29 -1.08 -4.41
O -2.32 -0.20 1.07
C -1.22 0.18 1.48
N -0.23 0.60 0.61
S 0.83 1.85 0.89
O 0.08 3.09 0.63
O 1.06 1.64 2.55
C 0.26 0.87 3.37
C 0.64 0.84 4.72
C -0.11 0.08 5.61
C -1.29 -0.56 5.17
C -1.68 -0.47 3.84
C -0.86 0.19 2.90
H 1.54 1.38 5.03
H 0.21 -0.01 6.65
H -1.90 -1.12 5.88
H -2.57 -0.99 3.48
*
```

Atomic partial charges in e from the Löwdin method, atoms 1 to 5: -0.189, -0.183, -0.342, 0.089, -0.265



Formula: C17H14Cl33F6NO5
Source: the OMol25 dataset
Level of theory: the ωB97M-V functional and the def2-TZVPD basis

Summary:
Frontier orbital gap   8.527 eV
SMILES string   O=C(O)NC(=O)C(F)(F)C(F)(F)C(F)(F)C(=O)O.ClC(Cl)Cl.ClC(Cl)Cl.ClC(Cl)Cl.ClC(Cl)Cl.ClC(Cl)Cl.ClC(Cl)Cl.ClC(Cl)Cl.ClC(Cl)Cl.ClC(Cl)Cl.ClC(Cl)Cl.ClC(Cl)Cl

Geometry as ORCA input:
```
! wB97M-V def2-TZVPD RIJCOSX def2/J DEFGRID3
* xyz 0 1
O -3.67 -5.03 0.20
C -4.56 -4.16 -0.35
O -5.56 -3.57 0.57
N -4.59 -3.80 -1.81
C -3.27 -3.33 -2.36
O -2.96 -3.78 -3.61
C -2.20 -2.30 -1.64
F -1.70 -2.81 -0.30
F -0.97 -2.33 -2.51
C -2.67 -0.73 -1.61
F -3.08 -0.28 -2.98
F -1.44 0.08 -1.29
C -3.86 -0.35 -0.55
F -5.19 -0.96 -0.85
F -4.08 1.14 -0.70
C -3.51 -0.59 1.03
O -2.29 -0.55 1.57
O -4.67 -0.83 1.96
H -6.34 -3.24 0.00
H -5.40 -3.20 -2.08
H -4.79 0.09 2.40
C 1.80 -2.77 -0.42
Cl 3.13 -3.14 -1.53
Cl 1.54 -4.10 0.72
Cl 2.11 -1.26 0.45
H 0.89 -2.64 -1.01
C 4.22 -1.85 3.48
Cl 4.20 -0.38 4.47
Cl 5.88 -2.22 2.95
Cl 3.54 -3.22 4.38
H 3.61 -1.68 2.60
C -4.40 -2.27 -6.41
Cl -4.68 -2.09 -8.15
Cl -3.12 -1.17 -5.87
Cl -5.89 -1.99 -5.50
H -4.07 -3.30 -6.22
C -0.49 0.25 -8.24
Cl -0.89 1.47 -9.46
Cl 0.02 -1.26 -9.01
Cl 0.77 0.84 -7.15
H -1.39 0.04 -7.66
C -0.10 3.44 -0.64
Cl 1.15 2.19 -0.46
Cl 0.27 4.49 -2.02
Cl -1.70 2.70 -0.84
H -0.11 4.05 0.26
C 4.10 1.71 8.19
Cl 3.81 1.90 6.46
Cl 5.37 2.82 8.74
Cl 2.60 2.00 9.10
H 4.43 0.69 8.38
C 5.35 5.57 4.70
Cl 4.86 7.22 5.14
Cl 5.39 4.53 6.13
Cl 4.27 4.90 3.47
H 6.36 5.62 4.28
C 8.18 -5.10 2.27
Cl 9.55 -5.28 3.38
Cl 8.75 -4.84 0.61
Cl 7.12 -6.53 2.34
H 7.60 -4.23 2.57
C -3.53 6.73 -1.97
Cl -1.96 6.91 -1.16
Cl -3.43 7.28 -3.65
Cl -4.07 5.04 -1.90
H -4.26 7.34 -1.45
C 3.88 -1.76 10.66
Cl 3.59 -1.57 8.92
Cl 5.15 -0.65 11.20
Cl 2.38 -1.48 11.57
H 4.21 -2.78 10.85
C -3.74 4.01 -8.58
Cl -3.57 5.73 -8.97
Cl -3.60 3.75 -6.84
Cl -5.29 3.39 -9.19
H -2.94 3.46 -9.08
*
```

Atomic partial charges in e from the Löwdin method, atoms 1 to 5: 0.009, -0.289, 0.016, 0.129, -0.117



Formula: C17H14Cl7NO4RuS
Source: the OMol25 dataset
Level of theory: the ωB97M-V functional and the def2-TZVPD basis

Summary:
Frontier orbital gap (spin up / spin down)   7.125 / 4.695 eV
<S²>   6.0631

Geometry as ORCA input:
```
! wB97M-V def2-TZVPD RIJCOSX def2/J DEFGRID3
* xyz 2 5
Ru 1.31 -0.11 -2.04
Cl 3.68 0.31 -1.97
C 3.08 1.92 -1.82
C 1.69 1.88 -1.85
C 1.02 3.10 -1.73
Cl -0.67 3.12 -1.70
C 1.74 4.31 -1.65
Cl 0.91 5.79 -1.59
C 3.15 4.30 -1.64
Cl 4.02 5.76 -1.56
C 3.85 3.07 -1.69
Cl 5.55 3.00 -1.59
Cl -1.00 -0.39 -2.53
C -0.78 -2.13 -2.86
Cl 0.97 -2.39 -2.70
H -1.10 -2.37 -3.88
H -1.30 -2.74 -2.10
C -3.48 2.30 1.48
C -3.07 0.88 1.39
C -3.30 0.12 0.24
C -2.81 -1.16 0.13
C -2.12 -1.72 1.20
C -1.92 -1.02 2.38
C -2.41 0.27 2.47
S -1.37 -3.32 0.90
O -1.76 -3.74 -0.41
O -1.32 -4.20 2.01
N 0.22 -2.75 0.66
C 1.29 -2.88 1.59
C 2.48 -2.02 1.23
C 2.07 -0.48 1.10
O 2.64 0.31 1.80
O 1.14 -0.30 0.26
H -3.91 2.65 0.55
H -2.63 2.93 1.75
H -4.21 2.42 2.27
H -3.86 0.55 -0.58
H -2.99 -1.76 -0.75
H -1.43 -1.49 3.21
H -2.27 0.82 3.39
H 0.24 -1.84 0.18
H 1.59 -3.94 1.61
H 0.95 -2.67 2.61
H 2.88 -2.28 0.24
H 3.26 -2.10 1.98
*
```

Atomic partial charges in e from the Löwdin method, atoms 1 to 5: 0.876, 0.826, -0.660, -0.319, -0.695



Formula: C17H14ClHgNO3S
Source: the OMol25 dataset
Level of theory: the ωB97M-V functional and the def2-TZVPD basis

Summary:
Frontier orbital gap   4.428 eV

Geometry as ORCA input:
```
! wB97M-V def2-TZVPD RIJCOSX def2/J DEFGRID3
* xyz -2 1
C 2.77 2.95 0.11
C 1.44 3.27 -0.31
C 0.97 2.22 -1.16
H 0.88 4.15 -0.02
C 1.97 1.21 -1.19
C 3.09 1.67 -0.44
H 4.03 1.14 -0.32
H 3.42 3.57 0.73
H 0.02 2.21 -1.71
H 1.91 0.26 -1.71
Hg -1.49 1.12 0.20
Cl -1.46 3.07 1.84
C -3.61 1.71 -0.18
C -3.16 1.08 -1.43
C -2.84 2.15 -2.33
H -3.30 0.03 -1.70
C -2.99 3.38 -1.65
C -3.43 3.14 -0.34
H -3.67 3.89 0.41
H -4.13 1.20 0.64
H -2.65 2.04 -3.41
H -2.88 4.37 -2.10
O 1.65 -0.14 2.11
C 1.02 -0.94 1.43
N -0.12 -0.70 0.67
S -0.61 -1.96 -0.28
O -2.00 -2.24 -0.03
O -0.19 -1.77 -1.66
C 0.45 -3.11 0.55
C 0.43 -4.50 0.47
C 1.35 -5.23 1.24
C 2.31 -4.55 1.99
C 2.31 -3.15 2.04
C 1.32 -2.42 1.36
H -0.31 -5.00 -0.14
H 1.33 -6.32 1.24
H 3.07 -5.14 2.53
H 3.08 -2.63 2.58
*
```

Atomic partial charges in e from the Löwdin method, atoms 1 to 5: -0.206, -0.228, -0.255, 0.042, -0.224



Formula: C17H14IrN3OS2Se
Source: the OMol25 dataset
Level of theory: the ωB97M-V functional and the def2-TZVPD basis

Summary:
Frontier orbital gap (spin up / spin down)   7.142 / 5.676 eV
<S²>   6.0233

Geometry as ORCA input:
```
! wB97M-V def2-TZVPD RIJCOSX def2/J DEFGRID3
* xyz 0 5
Ir -1.66 -0.46 1.98
C 2.51 -0.88 0.84
C 1.04 -1.21 0.77
N 0.16 -0.23 0.70
N 0.55 1.03 0.51
C -0.18 2.01 0.90
S -1.67 1.93 1.78
S 0.38 3.64 0.63
C 1.19 3.53 -1.02
C 0.13 3.27 -2.04
C -0.87 4.22 -2.25
C -1.92 3.94 -3.11
C -1.97 2.73 -3.78
C -0.95 1.81 -3.61
C 0.10 2.08 -2.74
C 0.62 -2.58 0.85
C 1.58 -3.60 0.98
C 1.23 -4.92 1.10
C -0.12 -5.30 1.05
C -1.09 -4.34 0.90
C -0.77 -2.96 0.81
O -1.74 -2.13 0.71
H 2.63 0.20 0.82
H 3.05 -1.32 0.01
H 2.92 -1.25 1.79
H 1.94 2.74 -0.99
H 1.66 4.50 -1.15
H -0.82 5.16 -1.73
H -2.70 4.67 -3.26
H -2.81 2.49 -4.41
H -0.97 0.87 -4.15
H 0.89 1.35 -2.61
H 2.62 -3.35 1.02
H 1.99 -5.67 1.25
H -0.39 -6.34 1.15
H -2.13 -4.60 0.87
Se -0.44 -0.93 4.11
C -1.64 -0.26 5.27
N -2.37 0.13 6.07
*
```

Atomic partial charges in e from the Löwdin method, atoms 1 to 5: 0.964, -0.009, -0.256, -0.111, -0.078